Here is a molecular structure, H20NeO10 in a non-equilibrium geometry from OMol25. Energies are from the ωB97M-V functional and the def2-TZVPD basis.

As for the HOMO energy: -0.3752 hartree. For the relative energy (zero: lowest compared OMol25 entry of this formula, charge and spin), the calculation gives 41.7 kJ/mol.

CARTESIAN COORDINATES (ANGSTROEM)
O 0.554 -18.066 -14.515
H 5.994 -17.424 -18.631
H 8.059 -20.048 -16.187
H 0.446 -18.306 -17.831
H 3.653 -16.969 -13.234
O 1.029 -18.419 -17.081
H 3.064 -17.870 -19.656
O 2.172 -14.326 -15.260
H 4.957 -14.799 -17.710
H 8.455 -18.847 -17.019
H 1.886 -18.601 -17.468
H 4.549 -18.133 -12.869
H 5.325 -14.592 -19.164
O 5.862 -14.754 -15.310
H 6.725 -17.434 -13.747
O 7.247 -17.133 -14.491
H 5.195 -14.836 -14.629
H 6.287 -18.757 -17.975
H 1.403 -18.236 -14.107
H 1.351 -14.611 -15.662
O 3.699 -17.925 -13.256
H 0.714 -18.167 -15.453
O 3.218 -18.498 -18.951
O 7.732 -19.207 -16.507
H 4.166 -18.484 -18.819
O 6.005 -18.366 -18.802
H 7.085 -17.782 -15.175
Ne 4.007 -18.017 -16.105
H 2.335 -14.967 -14.568
H 6.339 -15.583 -15.279
O 5.154 -15.276 -18.516



Here is a molecular structure, H20NeO10Xe in a non-equilibrium geometry from OMol25. Energies are from the ωB97M-V functional and the def2-TZVPD basis.

As for the HOMO energy: -0.3732 hartree. For the relative energy (zero: lowest compared OMol25 entry of this formula, charge and spin), the calculation gives 28.7 kJ/mol.

CARTESIAN COORDINATES (ANGSTROEM)
H 1.757 4.186 0.775
Xe -2.406 1.149 2.286
H -0.486 -3.740 0.386
H -1.150 -3.049 -0.786
H -3.046 0.828 -0.533
H 3.003 2.038 0.533
H -2.228 -1.290 -2.171
H -3.035 -1.558 -0.919
H 1.578 -0.922 -0.669
H 0.131 -1.638 -2.889
H 3.015 -1.385 -0.568
O -1.107 -2.190 2.716
O 1.818 3.510 0.100
O -2.351 1.261 -1.029
H -0.191 -1.915 2.668
H -1.460 2.841 -1.039
H 3.139 0.617 0.030
Ne -0.064 0.631 0.157
O -0.521 -3.738 -0.570
O -0.965 3.658 -0.979
O 1.567 -1.589 2.587
O -2.699 -1.983 -1.708
H 1.613 -0.851 3.195
O 3.636 1.326 0.438
H -1.276 4.068 -0.172
H -2.791 1.615 -1.802
O 2.287 -1.056 -0.041
O 0.510 -1.005 -2.279
H 0.921 3.405 -0.216
H 1.668 -1.194 1.721
H -1.418 -1.842 3.551
H 0.550 -0.187 -2.774